Entry 1:
This record from the OMol25 dataset describes a structure of composition C36H52GeN2NiP2SeSi2. The level of theory is the ωB97M-V functional and the def2-TZVPD basis.

Output
spin multiplicity: 1
largest force on an atom: 0.48 eV Å⁻¹
HOMO level (spin up / spin down): -7.149 / -7.099 eV

Each line ends with the Löwdin charge.
Cartesian coordinates (Å):
1 Ni 0.30 -0.01 0.22  0.14
2 C 2.44 1.22 -3.82  -0.17
3 Si 2.43 0.48 -2.11  0.31
4 C 3.02 1.78 -0.90  -0.17
5 C 3.66 -0.96 -2.10  -0.18
6 N 0.89 -0.11 -1.64  -0.30
7 P -0.64 0.11 -2.10  0.66
8 C -1.52 0.14 -0.70  -0.40
9 P -1.99 0.90 0.69  0.66
10 N -0.63 1.11 1.55  -0.28
11 Si -0.19 1.44 3.18  0.33
12 C -1.05 0.37 4.46  -0.17
13 C -0.58 3.21 3.64  -0.19
14 C 1.68 1.24 3.31  -0.17
15 C -2.95 2.42 0.48  -0.29
16 C -4.26 2.33 -0.01  -0.08
17 C -4.97 3.48 -0.31  -0.08
18 C -4.38 4.73 -0.11  -0.09
19 C -3.09 4.82 0.37  -0.08
20 C -2.37 3.67 0.66  -0.10
21 C -3.10 -0.17 1.68  -0.28
22 C -3.94 0.35 2.66  -0.10
23 C -4.66 -0.50 3.49  -0.09
24 C -4.54 -1.88 3.34  -0.09
25 C -3.71 -2.40 2.36  -0.08
26 C -3.00 -1.55 1.53  -0.09
27 C -0.81 1.57 -3.16  -0.28
28 C -0.68 2.81 -2.54  -0.09
29 C -0.74 3.98 -3.27  -0.08
30 C -0.95 3.93 -4.64  -0.09
31 C -1.10 2.70 -5.27  -0.08
32 C -1.03 1.52 -4.53  -0.08
33 C -1.13 -1.26 -3.19  -0.29
34 C -0.18 -2.00 -3.89  -0.08
35 C -0.58 -3.01 -4.75  -0.08
36 C -1.93 -3.30 -4.90  -0.09
37 C -2.88 -2.58 -4.19  -0.08
38 C -2.48 -1.57 -3.33  -0.08
39 H 3.47 1.46 -4.10  0.03
40 H 1.85 2.14 -3.86  0.02
41 H 2.04 0.53 -4.57  0.03
42 H 4.08 2.00 -1.03  0.03
43 H 2.86 1.45 0.14  0.01
44 H 2.46 2.71 -1.04  0.03
45 H 3.96 -1.19 -3.12  0.03
46 H 3.19 -1.85 -1.67  0.01
47 H 4.56 -0.73 -1.53  0.02
48 H -2.02 0.81 4.71  0.02
49 H -0.47 0.32 5.38  0.03
50 H -1.23 -0.64 4.10  0.01
51 H -1.65 3.41 3.56  0.02
52 H -0.06 3.91 2.99  0.03
53 H -0.28 3.41 4.67  0.03
54 H 2.08 0.66 2.47  -0.02
55 H 1.98 0.74 4.24  0.03
56 H 2.17 2.21 3.29  0.03
57 H -4.71 1.36 -0.16  0.11
58 H -5.98 3.41 -0.69  0.10
59 H -4.94 5.63 -0.34  0.10
60 H -2.63 5.79 0.52  0.10
61 H -1.36 3.73 1.03  0.09
62 H -4.03 1.42 2.78  0.11
63 H -5.31 -0.09 4.25  0.10
64 H -5.10 -2.54 3.99  0.10
65 H -3.63 -3.47 2.23  0.10
66 H -2.37 -1.93 0.73  0.09
67 H -0.53 2.85 -1.46  0.10
68 H -0.63 4.94 -2.77  0.10
69 H -1.00 4.84 -5.22  0.10
70 H -1.26 2.66 -6.34  0.10
71 H -1.14 0.57 -5.04  0.10
72 H 0.87 -1.77 -3.75  0.09
73 H 0.16 -3.59 -5.29  0.10
74 H -2.24 -4.10 -5.56  0.10
75 H -3.93 -2.82 -4.30  0.10
76 H -3.21 -1.01 -2.76  0.10
77 C 4.32 -4.36 0.04  -0.22
78 Ge 4.34 -3.37 1.71  0.73
79 C 6.16 -2.87 2.20  -0.22
80 C 3.53 -4.44 3.12  -0.22
81 C 3.31 -1.71 1.49  -0.56
82 Se 1.43 -2.03 1.07  0.97
83 C 0.80 -2.29 2.88  -0.35
84 H 4.78 -5.34 0.19  0.02
85 H 4.88 -3.83 -0.73  0.02
86 H 3.30 -4.51 -0.31  0.01
87 H 6.78 -3.77 2.31  0.02
88 H 6.18 -2.32 3.14  0.02
89 H 6.60 -2.25 1.42  0.02
90 H 4.13 -5.34 3.29  0.02
91 H 2.53 -4.76 2.82  0.01
92 H 3.47 -3.89 4.05  0.03
93 H 3.71 -1.12 0.67  0.00
94 H 3.34 -1.09 2.40  0.01
95 H 1.25 -3.18 3.31  0.00
96 H -0.28 -2.40 2.83  0.02
97 H 1.04 -1.41 3.47  0.01

---

Entry 2:
This record from the OMol25 dataset describes a structure of composition C36H53CaN4OP2 in a non-equilibrium geometry. The level of theory is the ωB97M-V functional and the def2-TZVPD basis.

Output
spin multiplicity: 1
largest force on an atom: 5.24 eV Å⁻¹
total charge: +1
HOMO level (spin up / spin down): -7.757 / -7.758 eV
relative energy (zero: lowest compared OMol25 entry of this formula, charge and spin): 2.164 eV

Each line ends with the Löwdin charge.
Cartesian coordinates (Å):
1 C -1.56 -1.72 -1.85  -0.35
2 C 0.77 -2.07 -1.81  -0.34
3 C -1.73 -2.61 -2.91  -0.06
4 C 0.60 -3.10 -2.78  -0.05
5 C -0.64 -3.37 -3.33  -0.06
6 H -2.70 -2.67 -3.39  0.11
7 H 1.48 -3.66 -3.08  0.11
8 H -0.76 -4.14 -4.08  0.11
9 N -0.38 -1.56 -1.22  -0.01
10 P -3.00 -0.52 0.35  1.05
11 P 2.98 -0.68 -0.39  1.03
12 C -2.75 -0.82 -1.45  -0.27
13 H -2.62 0.17 -1.93  0.09
14 H -3.67 -1.24 -1.86  0.07
15 C 2.11 -1.60 -1.60  -0.28
16 H 2.84 -2.20 -2.16  0.06
17 C 4.48 0.08 -1.32  -0.65
18 C 3.35 -1.52 1.35  -0.67
19 C -3.81 1.20 0.40  -0.70
20 C -4.18 -1.96 0.73  -0.69
21 C 4.59 1.56 -0.90  -0.10
22 H 4.75 1.67 0.18  0.07
23 H 5.45 2.01 -1.42  0.09
24 H 3.70 2.13 -1.19  0.07
25 C 5.77 -0.67 -0.98  -0.10
26 H 6.03 -0.60 0.09  0.06
27 H 5.71 -1.74 -1.25  0.08
28 H 6.60 -0.23 -1.54  0.09
29 C 4.27 0.05 -2.84  -0.09
30 H 5.07 0.65 -3.31  0.10
31 H 4.33 -0.96 -3.26  0.08
32 H 3.32 0.49 -3.14  0.05
33 C 4.25 -0.64 2.21  -0.09
34 H 3.79 0.34 2.42  0.08
35 H 4.40 -1.14 3.18  0.09
36 H 5.25 -0.46 1.78  0.06
37 C 2.03 -1.71 2.13  -0.17
38 H 1.60 -0.74 2.44  0.03
39 H 1.30 -2.35 1.60  0.06
40 H 2.25 -2.24 3.07  0.10
41 C 3.99 -2.88 1.05  -0.11
42 H 4.96 -2.78 0.55  0.07
43 H 4.16 -3.41 2.00  0.08
44 H 3.34 -3.51 0.43  0.08
45 C -4.84 -1.68 2.08  -0.10
46 H -5.47 -2.55 2.33  0.09
47 H -4.11 -1.56 2.89  0.06
48 H -5.50 -0.80 2.05  0.07
49 C -3.28 -3.21 0.82  -0.09
50 H -2.75 -3.40 -0.12  0.08
51 H -2.55 -3.14 1.64  0.03
52 H -3.93 -4.08 1.02  0.10
53 C -5.26 -2.24 -0.32  -0.09
54 H -5.94 -2.99 0.10  0.10
55 H -5.87 -1.36 -0.56  0.07
56 H -4.86 -2.66 -1.25  0.08
57 C -2.99 2.22 -0.41  -0.09
58 H -3.09 2.09 -1.50  0.08
59 H -3.36 3.23 -0.17  0.10
60 H -1.91 2.22 -0.15  0.06
61 C -3.83 1.65 1.88  -0.10
62 H -2.81 1.70 2.29  0.06
63 H -4.27 2.65 1.93  0.09
64 H -4.42 0.97 2.51  0.06
65 C -5.23 1.15 -0.18  -0.09
66 H -5.24 0.79 -1.22  0.09
67 H -5.92 0.55 0.43  0.07
68 H -5.62 2.18 -0.20  0.10
69 Ca -0.19 -0.51 1.02  1.09
70 C -1.24 -1.81 3.14  0.01
71 O -1.71 -2.26 4.10  0.11
72 N 1.03 0.87 -0.35  -0.05
73 C 1.29 0.78 -1.54  -0.27
74 C 1.05 1.43 -2.81  -0.23
75 C 0.78 2.80 -2.72  -0.04
76 C 1.03 0.79 -4.06  -0.03
77 C 0.66 3.58 -3.87  -0.07
78 H 0.65 3.25 -1.73  0.11
79 C 0.89 1.57 -5.22  -0.06
80 H 1.09 -0.30 -4.11  0.12
81 C 0.70 2.95 -5.13  -0.07
82 H 0.52 4.66 -3.79  0.11
83 H 0.91 1.09 -6.20  0.11
84 H 0.57 3.56 -6.04  0.11
85 N 0.56 4.45 5.28  0.14
86 C 0.34 3.40 4.46  -0.31
87 C 0.06 2.12 4.98  0.00
88 C -0.09 1.05 4.11  -0.14
89 N -0.02 1.19 2.75  -0.10
90 C 0.22 2.44 2.25  -0.15
91 C 0.39 3.56 3.06  0.00
92 H 0.53 4.36 6.29  0.12
93 H 0.78 5.37 4.93  0.12
94 H -0.01 1.95 6.06  0.12
95 H -0.28 0.05 4.48  0.08
96 H 0.29 2.52 1.17  0.08
97 H 0.59 4.53 2.60  0.12

---

Q: What is the formula in the second record?
A: C36H53CaN4OP2